Entry 1:
Density functional theory data (the ωB97M-V functional and the def2-TZVPD basis) for one molecule with the formula C4H6FN3.

Geometry as XYZ:
```
14
Properties=species:S:1:pos:R:3:forces:R:3
C 1.837 0.510 0.179 0.19 2.69 -0.01
N 0.430 0.370 0.255 -0.38 0.14 -0.20
N -0.256 1.392 0.796 0.09 0.74 1.19
C -1.565 1.095 0.828 1.20 0.06 -1.50
C -1.778 -0.115 0.207 2.97 -1.99 -1.20
F -2.968 -0.810 0.081 1.50 0.59 -0.21
C -0.284 -0.584 -0.255 -6.80 0.23 1.22
N 0.038 -1.649 -1.048 0.50 -0.42 -0.21
H 2.084 1.039 -0.768 0.31 -0.71 0.55
H 2.010 1.206 1.007 0.47 0.03 -0.32
H 2.383 -0.360 0.411 0.51 -1.25 -0.24
H -2.202 1.943 1.041 -0.31 -0.58 0.45
H 0.984 -2.058 -1.074 -1.23 0.44 -0.09
H -0.715 -1.980 -1.660 0.98 0.05 0.57
```
Forces are in eV/Å.

Computed properties:
F_max	6.907	eV/A
charge	0
structure (SMILES)	Cn1ncc(F)c1N
orbital gap	0.300	hartree
HOMO	-0.2753	hartree
LUMO	0.6791	eV

---

Entry 2:
Density functional theory data (the ωB97M-V functional and the def2-TZVPD basis) for an isolated ion of composition C4H10NO and charge -1.

Geometry as XYZ:
```
16
Properties=species:S:1:pos:R:3:forces:R:3
C 0.228 -1.344 1.958 -0.88 -1.56 1.07
N 0.167 -1.271 0.535 0.31 0.92 -0.45
C -0.442 -0.005 0.111 -0.69 0.61 -0.64
C -0.194 0.361 -1.376 0.16 -1.38 1.33
C 0.415 1.812 -1.465 -0.39 -0.86 -1.47
O -0.270 2.820 -0.963 -0.13 0.00 0.50
H 0.569 -2.341 2.252 0.36 -0.03 0.00
H -0.783 -1.319 2.396 -0.07 0.49 0.30
H 0.851 -0.627 2.479 0.16 0.39 -0.42
H -0.446 -2.010 0.225 0.08 -0.28 -0.18
H -0.108 0.821 0.730 0.58 0.10 0.15
H -1.530 0.013 0.298 -0.01 -0.29 0.11
H 0.562 -0.385 -1.667 0.29 0.36 -0.29
H -1.084 0.004 -1.912 -0.20 0.97 -0.43
H 1.415 1.549 -1.029 0.30 0.51 0.36
H 0.648 1.921 -2.571 0.11 0.05 0.07
```
Forces are in eV/Å.

Computed properties:
F_max	2.085	eV/A
charge	-1
structure (SMILES)	CNCCC[O-]
orbital gap	0.221	hartree
HOMO	-0.0809	hartree
LUMO	3.8068	eV

---

Entry 3:
Density functional theory data (the ωB97M-V functional and the def2-TZVPD basis) for C31H43I2N3O5PtSSi as an isolated structure.

Geometry as XYZ:
```
87
Properties=species:S:1:pos:R:3:forces:R:3
Pt 0.182 -0.168 0.040 0.27 -0.47 -0.10
C 4.868 0.465 -1.389 0.06 0.14 -0.01
C 4.701 0.362 0.081 -0.56 0.02 -0.31
N 5.725 0.120 0.828 1.75 -0.16 -0.92
C 5.682 -0.064 2.134 -0.43 0.28 -0.18
C 4.481 0.003 2.817 -1.27 -0.06 0.36
C 4.427 -0.286 4.303 0.04 0.43 -0.09
O 3.557 -1.359 4.580 -0.11 -0.49 0.15
C 3.302 0.220 2.077 0.87 -0.12 0.17
C 2.051 0.113 2.763 -0.90 0.05 0.73
N 0.905 -0.246 2.299 0.68 0.09 -1.30
C -0.079 -0.528 3.247 -0.88 -0.16 1.05
C 0.268 -1.190 4.433 -0.04 0.07 -0.30
C -0.668 -1.404 5.422 -0.17 0.09 0.08
C -1.976 -0.966 5.266 0.18 0.02 -0.03
C -2.352 -0.338 4.091 0.05 0.04 -0.20
C -1.413 -0.148 3.092 0.19 0.25 -0.34
I -1.966 0.848 1.314 0.40 0.01 0.82
C 3.368 0.470 0.670 0.17 0.22 -0.22
O 2.380 0.808 -0.037 0.50 0.64 0.85
H 5.815 0.934 -1.646 0.03 -0.02 0.09
H 4.041 1.011 -1.828 0.05 0.01 -0.10
H 4.872 -0.548 -1.799 0.03 -0.01 -0.08
H 6.619 -0.291 2.621 0.07 -0.02 0.17
H 4.022 0.589 4.829 0.19 -0.11 -0.02
H 5.434 -0.466 4.684 -0.05 0.06 -0.01
H 4.045 -2.190 4.589 0.01 0.05 0.01
H 2.110 0.316 3.833 -0.14 -0.09 -0.10
H 1.284 -1.535 4.560 0.04 -0.04 0.03
H -0.369 -1.892 6.334 0.02 -0.12 0.12
H -2.696 -1.094 6.058 -0.09 -0.07 0.05
H -3.362 0.017 3.961 -0.12 0.00 -0.02
C -2.140 2.478 -1.599 0.27 -0.33 -0.11
C -1.448 1.890 -2.825 -0.75 0.51 -0.24
C -2.419 1.076 -3.671 0.17 0.02 0.19
C -0.844 3.031 -3.631 0.01 -0.26 0.18
O -0.397 1.001 -2.359 0.15 0.14 0.31
Si 0.658 0.212 -3.315 0.49 -0.33 -0.06
S 1.812 -0.806 -1.732 -0.39 -0.40 -0.05
O -0.060 -1.032 -4.020 -0.32 0.01 0.33
C 0.402 -2.041 -4.939 0.09 -0.37 -0.49
C 1.892 -2.297 -4.754 -0.28 0.07 0.12
C -0.403 -3.302 -4.645 0.15 0.32 -0.01
C 0.120 -1.541 -6.351 -0.02 -0.05 0.34
O 1.553 1.023 -4.342 -0.37 -0.13 0.23
C 2.590 1.972 -4.656 0.42 0.29 -0.35
C 2.836 2.926 -3.487 -0.18 -0.14 -0.14
C 3.836 1.154 -4.995 -0.34 0.11 0.05
C 2.118 2.739 -5.891 0.04 -0.17 0.24
H -1.387 2.850 -0.905 -0.01 0.12 0.05
H -2.753 1.718 -1.114 -0.09 -0.02 -0.03
H -2.782 3.304 -1.895 -0.06 0.00 0.02
H -3.313 1.654 -3.882 -0.09 0.12 -0.10
H -2.708 0.172 -3.140 -0.04 -0.10 0.06
H -1.949 0.785 -4.607 -0.06 -0.03 -0.16
H -1.625 3.730 -3.918 -0.08 0.04 -0.08
H -0.368 2.648 -4.527 0.05 0.06 -0.15
H -0.114 3.560 -3.026 0.13 0.12 0.02
H 2.110 -2.558 -3.719 0.04 -0.19 0.02
H 2.466 -1.415 -5.015 0.16 0.15 -0.08
H 2.202 -3.115 -5.395 0.10 -0.12 -0.07
H -0.201 -3.665 -3.640 0.07 -0.05 0.17
H -0.130 -4.074 -5.356 -0.01 -0.17 -0.08
H -1.465 -3.098 -4.737 -0.16 0.03 -0.04
H 0.638 -0.602 -6.520 0.09 0.17 -0.07
H -0.947 -1.389 -6.479 -0.15 0.05 -0.09
H 0.464 -2.266 -7.080 0.03 -0.11 -0.14
H 2.714 2.413 -2.535 0.05 -0.05 0.14
H 2.139 3.758 -3.512 -0.07 0.06 0.05
H 3.843 3.330 -3.542 0.08 0.06 0.01
H 4.119 0.521 -4.159 0.08 -0.12 0.14
H 4.669 1.804 -5.239 0.09 0.12 -0.01
H 3.635 0.526 -5.859 0.00 -0.12 -0.09
H 1.289 3.398 -5.651 -0.06 0.08 0.02
H 1.799 2.047 -6.665 0.02 -0.11 -0.11
H 2.931 3.342 -6.281 0.13 0.13 -0.05
I -0.897 -2.780 -0.303 -0.39 0.34 -0.05
C -2.834 -2.281 -1.110 -0.14 0.19 -0.02
C -3.449 -3.172 -1.970 0.15 -0.05 0.09
C -4.704 -2.803 -2.437 -0.01 0.14 0.11
C -5.264 -1.599 -2.028 0.08 -0.01 0.05
C -4.537 -0.791 -1.165 -0.25 -0.20 -0.25
N -3.338 -1.141 -0.722 0.66 -0.32 0.06
H -2.991 -4.109 -2.248 0.03 -0.03 -0.06
H -5.236 -3.461 -3.108 -0.06 -0.04 -0.05
H -6.245 -1.297 -2.360 -0.06 0.02 -0.06
H -4.901 0.164 -0.812 -0.18 0.04 -0.04
```
Forces are in eV/Å.

Computed properties:
F_max	1.987	eV/A
multiplicity	5
charge	+2
orbital gap (spin up / spin down)	0.286 / 0.196	hartree
HOMO (spin up / spin down)	-0.5054 / -0.5088	hartree
LUMO (spin up / spin down)	-5.9649 / -8.5175	eV

---

Entry 4:
Density functional theory data (the ωB97M-V functional and the def2-TZVPD basis) for C4H5O2Zn as an isolated structure.

Geometry as XYZ:
```
12
Properties=species:S:1:pos:R:3:forces:R:3
O 2.471 -1.158 0.113 -0.92 -0.18 0.27
C 1.165 -1.126 0.502 1.38 -0.08 -0.36
H 1.030 -0.811 1.572 -0.15 -0.07 0.00
H 0.626 -2.104 0.388 -0.03 0.05 0.19
C 0.372 -0.106 -0.351 0.63 0.31 -0.44
C -0.878 0.397 0.333 -0.56 0.35 0.00
C -2.080 0.341 -0.195 0.61 0.18 0.17
O -3.140 0.315 -0.689 -0.09 -0.10 0.00
Zn -0.007 3.326 -1.147 -0.02 -0.04 0.02
H 0.121 -0.565 -1.319 0.09 0.18 0.19
H -0.831 0.802 1.348 0.02 -0.18 -0.27
H 1.150 0.690 -0.556 -0.96 -0.43 0.23
```
Forces are in eV/Å.

Computed properties:
F_max	1.428	eV/A
charge	-1
orbital gap	0.194	hartree
HOMO	-0.0944	hartree
LUMO	2.6993	eV

---

Entry 5:
Density functional theory data (the ωB97M-V functional and the def2-TZVPD basis) for one molecule with the formula C3H5FN2O2.

Geometry as XYZ:
```
13
Properties=species:S:1:pos:R:3:forces:R:3
N -0.464 -1.362 -0.191 -1.14 0.17 -0.40
N -0.606 0.059 0.048 -0.65 -2.71 0.11
C -1.869 0.609 0.297 -0.33 0.35 0.14
O -2.909 -0.017 0.284 1.14 0.16 -0.01
C 0.522 0.830 -0.059 -0.90 0.80 -0.22
O 0.406 2.014 0.142 0.97 0.54 -0.12
C 1.817 0.131 -0.371 -0.68 -1.81 0.84
F 2.145 -0.499 0.858 0.29 0.43 -0.34
H -0.132 -1.862 0.635 -0.20 0.59 0.08
H -1.409 -1.741 -0.419 0.93 0.67 0.25
H -1.781 1.699 0.493 -0.19 -0.58 -0.16
H 1.748 -0.717 -1.068 -0.21 0.71 -0.11
H 2.531 0.856 -0.649 0.97 0.68 -0.07
```
Forces are in eV/Å.

Computed properties:
F_max	2.787	eV/A
charge	0
structure (SMILES)	NN(C=O)C(=O)CF
orbital gap	0.381	hartree
HOMO	-0.3693	hartree
LUMO	0.3228	eV

---

Entry 6:
Density functional theory data (the ωB97M-V functional and the def2-TZVPD basis) for a 12-piece molecular cluster, C5H33NO13 overall.

Geometry as XYZ:
```
52
Properties=species:S:1:pos:R:3:forces:R:3
C 0.340 -0.346 -2.717 -1.39 -0.09 -0.18
O -1.053 -0.663 -2.790 0.15 -1.17 0.73
C 0.713 0.232 -1.323 -0.20 0.74 0.82
C -0.400 1.174 -0.709 1.21 0.52 -2.98
C -0.325 1.613 0.742 -2.87 0.37 0.27
C 0.179 3.076 0.788 -0.23 -1.48 2.04
O 0.017 3.559 2.121 0.54 -0.09 0.58
N 0.970 -0.868 -0.410 0.62 -1.30 0.28
H 0.908 -1.264 -2.949 -0.02 0.77 0.25
H 0.379 0.312 -3.593 1.05 0.53 0.51
H 1.658 0.828 -1.405 -0.63 -0.48 0.03
H -0.295 2.041 -1.408 0.32 0.34 0.88
H -1.363 0.940 -1.136 -0.46 -0.96 1.03
H -1.378 1.560 1.193 0.88 0.53 -0.87
H 0.122 0.941 1.502 0.89 0.48 -0.82
H -0.375 3.820 0.195 0.41 -0.79 -0.49
H 1.246 2.926 0.649 -0.03 0.77 -0.93
H 0.208 -1.537 -0.387 -0.27 -0.10 -0.47
H 1.054 -0.599 0.567 0.34 0.43 -0.31
H 2.292 -2.229 -1.837 0.31 0.12 -0.04
H 1.524 -3.233 -2.578 0.03 -0.41 -0.26
O 2.367 -2.769 -2.643 -0.14 -0.05 0.42
H 3.134 -1.811 0.259 -1.48 0.45 -1.13
H 0.742 3.104 2.605 -0.06 0.52 -0.08
O 3.809 -2.038 0.859 1.50 -1.11 0.82
H -5.045 0.460 0.997 -0.16 0.22 0.42
H -4.373 -0.843 0.845 0.05 -0.69 0.65
O -4.852 -0.324 1.528 -0.21 0.16 -1.39
H -2.394 -1.805 0.934 -0.07 -0.02 0.46
H -2.764 -2.694 -0.147 0.02 -0.09 -0.07
O -3.116 -2.417 0.738 0.22 0.32 -0.49
H -3.756 0.028 2.725 0.65 0.27 0.06
H -2.266 0.546 2.949 0.13 0.04 -0.40
O -3.093 0.350 3.379 -0.46 -0.13 0.73
H 4.019 -1.202 1.298 -0.20 0.44 0.30
H 4.319 1.038 1.395 0.33 -0.43 -0.20
O 3.930 0.395 2.002 -0.32 0.84 0.20
H -2.330 0.093 -2.369 -1.02 0.58 -1.03
H -3.320 0.720 -3.443 0.28 -0.12 -0.36
O -3.234 0.549 -2.511 -0.02 -0.08 1.12
H 3.206 1.107 2.305 0.38 -0.42 -0.18
H 3.534 2.864 2.654 0.07 0.14 0.47
O 2.698 2.523 2.333 -0.35 0.03 0.05
H 1.903 4.883 0.728 -0.01 0.01 0.11
H 2.844 3.795 1.255 -0.24 -0.12 0.09
O 2.817 4.598 0.671 0.45 0.50 -0.28
H -0.086 -3.852 -1.208 -0.31 -0.14 0.24
H -0.923 -5.031 -0.945 -0.06 -0.10 0.13
O 0.000 -4.826 -1.109 0.50 -0.23 -0.16
H -1.703 -3.287 -2.137 -0.20 -0.12 -0.27
H -1.254 -1.505 -2.162 0.16 0.17 -0.43
O -1.473 -2.709 -1.411 -0.09 0.40 0.16
```
Forces are in eV/Å.

Computed properties:
F_max	3.256	eV/A
charge	-2
orbital gap	0.315	hartree
HOMO	-0.1362	hartree
LUMO	4.8673	eV

---

Copy entry 5 word for word.
Density functional theory data (the ωB97M-V functional and the def2-TZVPD basis) for one molecule with the formula C3H5FN2O2.

Geometry as XYZ:
```
13
Properties=species:S:1:pos:R:3:forces:R:3
N -0.464 -1.362 -0.191 -1.14 0.17 -0.40
N -0.606 0.059 0.048 -0.65 -2.71 0.11
C -1.869 0.609 0.297 -0.33 0.35 0.14
O -2.909 -0.017 0.284 1.14 0.16 -0.01
C 0.522 0.830 -0.059 -0.90 0.80 -0.22
O 0.406 2.014 0.142 0.97 0.54 -0.12
C 1.817 0.131 -0.371 -0.68 -1.81 0.84
F 2.145 -0.499 0.858 0.29 0.43 -0.34
H -0.132 -1.862 0.635 -0.20 0.59 0.08
H -1.409 -1.741 -0.419 0.93 0.67 0.25
H -1.781 1.699 0.493 -0.19 -0.58 -0.16
H 1.748 -0.717 -1.068 -0.21 0.71 -0.11
H 2.531 0.856 -0.649 0.97 0.68 -0.07
```
Forces are in eV/Å.

Computed properties:
F_max	2.787	eV/A
charge	0
structure (SMILES)	NN(C=O)C(=O)CF
orbital gap	0.381	hartree
HOMO	-0.3693	hartree
LUMO	0.3228	eV

---

Which of these has the highest charge?
C31H43I2N3O5PtSSi

---

What did the fifth record say?
Density functional theory data (the ωB97M-V functional and the def2-TZVPD basis) for one molecule with the formula C3H5FN2O2.

Geometry as XYZ:
```
13
Properties=species:S:1:pos:R:3:forces:R:3
N -0.464 -1.362 -0.191 -1.14 0.17 -0.40
N -0.606 0.059 0.048 -0.65 -2.71 0.11
C -1.869 0.609 0.297 -0.33 0.35 0.14
O -2.909 -0.017 0.284 1.14 0.16 -0.01
C 0.522 0.830 -0.059 -0.90 0.80 -0.22
O 0.406 2.014 0.142 0.97 0.54 -0.12
C 1.817 0.131 -0.371 -0.68 -1.81 0.84
F 2.145 -0.499 0.858 0.29 0.43 -0.34
H -0.132 -1.862 0.635 -0.20 0.59 0.08
H -1.409 -1.741 -0.419 0.93 0.67 0.25
H -1.781 1.699 0.493 -0.19 -0.58 -0.16
H 1.748 -0.717 -1.068 -0.21 0.71 -0.11
H 2.531 0.856 -0.649 0.97 0.68 -0.07
```
Forces are in eV/Å.

Computed properties:
F_max	2.787	eV/A
charge	0
structure (SMILES)	NN(C=O)C(=O)CF
orbital gap	0.381	hartree
HOMO	-0.3693	hartree
LUMO	0.3228	eV

---

Look up the F_max of the second one.
2.085 eV/A